(P)
156
Properties=species:S:1:pos:R:3 method="wB97M-V/def2-TZVPD" total_charge=0 orbital_gap_ev=9.61 multiplicity=1 smiles=C1CCOC1.C1CCOC1.C1CCOC1.C1CCOC1.C1CCOC1.C1CCOC1.C1CCOC1.C1CCOC1.C1CCOC1.C1CCOC1.C1CCOC1.C1CCOC1 mol_weight_g_mol=865.28 homo_ha=-0.33487 lumo_ev=0.50
C 3.98756 -1.02650 3.58352
C 4.18211 -1.82850 4.84452
C 5.42430 -2.66596 4.44463
O 5.30991 -2.79662 3.03807
C 4.17052 -2.09822 2.51064
H 4.78667 -0.28530 3.57224
H 3.05334 -0.49880 3.39152
H 3.28888 -2.45181 4.88623
H 4.43747 -1.36992 5.79981
H 5.31916 -3.63701 4.92850
H 6.38975 -2.19315 4.62479
H 3.29131 -2.74207 2.48753
H 4.43015 -1.67594 1.53988
C 0.73632 2.79622 3.35014
C -0.45739 2.00668 2.96703
C -1.37269 2.02477 4.18185
O -0.41586 2.27681 5.21524
C 0.95243 2.58378 4.85858
H 0.74068 3.86005 3.11274
H 1.59119 2.50007 2.74221
H -0.16040 0.98541 2.72850
H -0.95381 2.40564 2.08244
H -2.00325 1.14017 4.27125
H -2.11429 2.81660 4.07636
H 1.52247 1.67873 5.06847
H 1.29647 3.53015 5.27586
C -1.49102 -6.25506 -0.26786
C -1.27453 -4.94302 0.48652
C -0.94054 -4.09190 -0.62133
O -1.83088 -4.57083 -1.65795
C -2.38599 -5.87867 -1.45925
H -2.01496 -6.87639 0.45846
H -0.54662 -6.68082 -0.60691
H -0.48697 -5.11375 1.22047
H -2.21281 -4.65826 0.96258
H 0.09975 -4.17604 -0.93569
H -1.19266 -3.05441 -0.40190
H -2.46831 -6.48841 -2.35901
H -3.41262 -5.83119 -1.09611
C -6.18393 2.68897 1.51714
C -4.92488 3.10196 0.99684
C -3.93794 1.98068 1.36563
O -4.59083 1.21855 2.28781
C -5.84499 1.72478 2.66667
H -6.79558 2.00201 0.93227
H -6.77519 3.54899 1.83160
H -4.67474 4.05807 1.45659
H -4.90921 3.29711 -0.07543
H -3.17444 2.40719 2.01622
H -3.48170 1.49574 0.50262
H -5.57288 2.29922 3.55215
H -6.57463 0.94748 2.89366
C 5.23306 1.71556 1.02930
C 6.65405 2.14075 1.37285
C 7.44461 1.94538 0.13776
O 6.74651 0.96212 -0.53751
C 5.49141 0.67300 -0.00523
H 4.70454 2.58466 0.63759
H 4.72001 1.35949 1.92266
H 7.03820 1.45064 2.12405
H 6.83724 3.18797 1.61340
H 8.47183 1.58853 0.21225
H 7.31335 2.86799 -0.42763
H 5.42887 -0.27713 0.52527
H 4.69917 0.81360 -0.74056
C -0.38247 -0.09935 -0.17923
C 0.51524 0.98191 -0.57870
C 1.87482 0.43921 -0.07235
O 1.59486 -0.48048 0.95495
C 0.49307 -1.17268 0.55234
H -0.94072 -0.64880 -0.93723
H -1.11935 0.34229 0.49163
H 0.24398 1.98407 -0.24673
H 0.47191 1.05164 -1.66560
H 2.46190 1.21870 0.41329
H 2.55718 0.02058 -0.81210
H -0.10734 -1.48379 1.40723
H 0.76560 -1.98712 -0.11887
C -0.84039 0.91829 -4.88138
C -1.94074 0.05394 -4.19549
C -3.13725 0.04518 -5.08132
O -3.13437 1.41156 -5.37041
C -1.77190 1.80063 -5.76633
H -0.12706 0.29567 -5.42140
H -0.23013 1.48928 -4.18163
H -2.22939 0.43928 -3.21759
H -1.65436 -0.96818 -3.94782
H -4.09099 -0.20298 -4.61559
H -3.15684 -0.75271 -5.82366
H -1.67345 2.87351 -5.60093
H -1.59396 1.58895 -6.82067
C -0.95750 4.86638 -1.50240
C -1.92669 4.83332 -2.72399
C -2.76291 3.58233 -2.51654
O -2.48174 3.17416 -1.16992
C -1.87379 4.22413 -0.42989
H -0.64002 5.88409 -1.27529
H -0.07093 4.26649 -1.70792
H -1.27846 4.82130 -3.60021
H -2.57151 5.71145 -2.75857
H -2.35119 2.92111 -3.27902
H -3.82657 3.81148 -2.58150
H -1.30412 3.86020 0.42517
H -2.57263 5.02523 -0.18914
C 1.71120 -2.83298 -3.67798
C 1.03795 -3.07575 -4.97525
C 0.55653 -4.51422 -4.73971
O 0.89438 -4.95877 -3.42610
C 2.02662 -4.20694 -3.07063
H 0.97787 -2.32070 -3.05518
H 2.63359 -2.25727 -3.75459
H 1.71063 -2.91376 -5.81748
H 0.19269 -2.41282 -5.16013
H 0.93154 -5.23725 -5.46407
H -0.53008 -4.59889 -4.72434
H 2.81233 -4.73674 -3.60920
H 2.35054 -4.21789 -2.02994
C 4.18097 3.73289 -2.26616
C 2.73368 3.49645 -2.03915
C 2.15496 3.10402 -3.40118
O 3.30495 3.17088 -4.28775
C 4.31508 4.08737 -3.76931
H 4.76016 2.82668 -2.08888
H 4.65151 4.64769 -1.90583
H 2.24979 4.43997 -1.78676
H 2.43734 2.83941 -1.22149
H 1.33625 3.71736 -3.77751
H 1.78379 2.08028 -3.44897
H 4.11284 5.09763 -4.12506
H 5.34279 3.88537 -4.07118
C -0.57919 -2.56082 6.67835
C 0.72270 -2.51064 5.78030
C 0.22488 -2.38880 4.34774
O -1.17981 -2.40311 4.47132
C -1.75104 -2.22285 5.71337
H -0.42681 -1.83465 7.47680
H -0.69667 -3.55801 7.10252
H 1.38582 -3.37091 5.87150
H 1.26615 -1.59199 6.00131
H 0.69657 -3.10019 3.66985
H 0.41175 -1.38098 3.97700
H -2.58761 -2.81810 6.07932
H -2.01924 -1.16811 5.77404
C -5.34438 -0.75293 -1.60473
C -4.15435 -1.68561 -1.83256
C -4.70945 -3.05598 -1.21230
O -5.82346 -2.71964 -0.43434
C -5.83133 -1.27046 -0.24776
H -6.19707 -0.90930 -2.26545
H -5.13453 0.31645 -1.58253
H -3.15714 -1.47506 -1.44612
H -3.84178 -1.88702 -2.85718
H -3.90261 -3.46565 -0.60464
H -4.94156 -3.87733 -1.89027
H -5.16943 -0.94862 0.55623
H -6.77689 -0.84181 0.08432

(Q)
156
Properties=species:S:1:pos:R:3 method="wB97M-V/def2-TZVPD" total_charge=0 orbital_gap_ev=9.81 multiplicity=1 smiles=C1CCOC1.C1CCOC1.C1CCOC1.C1CCOC1.C1CCOC1.C1CCOC1.C1CCOC1.C1CCOC1.C1CCOC1.C1CCOC1.C1CCOC1.C1CCOC1 mol_weight_g_mol=865.28 homo_ha=-0.33865 lumo_ev=0.60
C -4.38801 0.29908 3.77122
C -5.07782 -0.84975 4.52005
C -5.23331 -1.86819 3.40960
O -4.05757 -1.73979 2.60910
C -3.46022 -0.46319 2.82162
H -3.83036 0.96068 4.43465
H -5.09566 0.94034 3.24245
H -6.00165 -0.53159 5.00114
H -4.40035 -1.19441 5.30486
H -6.12159 -1.64055 2.80911
H -5.28369 -2.89730 3.76249
H -3.37394 0.06153 1.86647
H -2.46223 -0.56016 3.26012
C -5.90046 0.62834 0.28055
C -4.63555 0.83346 -0.55822
C -5.19761 1.11265 -1.97463
O -6.58005 0.76817 -1.94268
C -6.85008 0.03214 -0.74221
H -6.27190 1.61075 0.58191
H -5.70778 -0.00266 1.14544
H -4.01642 -0.06999 -0.55682
H -3.99995 1.64273 -0.20016
H -4.64868 0.52856 -2.71393
H -5.10944 2.18235 -2.15133
H -6.64574 -1.02955 -0.91780
H -7.89806 0.19880 -0.50385
C -1.34321 -3.71903 1.41006
C -0.87617 -4.87529 2.29926
C 0.17279 -5.53527 1.42765
O -0.40912 -5.49781 0.11901
C -0.99446 -4.20760 -0.01443
H -0.83423 -2.77129 1.59724
H -2.40914 -3.52209 1.53713
H -1.68387 -5.58304 2.48013
H -0.48027 -4.51086 3.24696
H 0.37123 -6.57538 1.68142
H 1.12081 -4.98166 1.42654
H -1.84996 -4.31160 -0.68072
H -0.23991 -3.55125 -0.46328
C 5.23423 0.78146 0.42189
C 6.31423 0.30452 1.40637
C 6.86811 -0.95389 0.73049
O 5.74097 -1.50826 0.04777
C 5.05344 -0.41450 -0.54033
H 5.51603 1.69184 -0.10285
H 4.29951 0.97605 0.94216
H 5.84096 -0.05754 2.32098
H 7.07020 1.04440 1.65640
H 7.22138 -1.70673 1.43396
H 7.66112 -0.77772 -0.00710
H 3.99677 -0.66310 -0.60931
H 5.46617 -0.17179 -1.52606
C 0.84341 -3.67088 -5.64939
C 0.04638 -2.65401 -4.82867
C 0.89093 -1.38909 -4.96039
O 1.40147 -1.42655 -6.27706
C 1.68314 -2.78237 -6.60362
H 0.18748 -4.30823 -6.23937
H 1.49265 -4.27084 -5.01770
H -0.12427 -2.97931 -3.80158
H -0.93555 -2.47237 -5.26942
H 1.70816 -1.37643 -4.22387
H 0.29637 -0.48277 -4.83981
H 2.74848 -2.98404 -6.44671
H 1.43198 -2.95224 -7.64809
C 1.06150 -0.51292 -1.21118
C -0.45225 -0.68833 -1.22556
C -0.82430 -0.08009 0.12413
O 0.22219 -0.43344 1.01415
C 1.44736 -0.53027 0.27415
H 1.32960 0.45233 -1.65815
H 1.58670 -1.23563 -1.83852
H -0.70850 -1.74810 -1.22602
H -0.99514 -0.22479 -2.04487
H -1.78494 -0.42893 0.50765
H -0.90489 1.01881 0.05992
H 1.93841 -1.46375 0.55803
H 2.09424 0.32379 0.48983
C 3.27558 -1.61732 3.17033
C 4.24407 -2.70938 2.70372
C 3.63312 -3.96957 3.27538
O 2.21902 -3.75289 3.22840
C 1.95099 -2.35929 3.38641
H 3.21610 -0.80191 2.44627
H 3.59315 -1.14862 4.10366
H 5.25250 -2.51532 3.07788
H 4.34342 -2.76514 1.62106
H 3.96760 -4.17166 4.30109
H 3.82061 -4.86586 2.68335
H 1.56188 -2.20353 4.40178
H 1.14166 -2.06629 2.71365
C 3.87603 -3.47975 -1.41673
C 2.69760 -4.06324 -2.19055
C 2.64188 -5.47834 -1.63178
O 4.00158 -5.86290 -1.48578
C 4.72718 -4.71639 -1.05863
H 3.56976 -2.94567 -0.51654
H 4.45102 -2.75896 -1.99744
H 2.87368 -4.03424 -3.26593
H 1.76892 -3.52656 -1.97861
H 2.11400 -6.18059 -2.27376
H 2.14615 -5.46435 -0.65374
H 5.69062 -4.72853 -1.56946
H 4.92353 -4.75318 0.01940
C 2.57142 4.66217 -1.66020
C 1.33466 4.58220 -0.76480
C 1.73480 3.53119 0.28111
O 2.81722 2.78315 -0.25771
C 3.11425 3.24616 -1.57759
H 3.27948 5.38201 -1.24716
H 2.33122 4.95698 -2.68129
H 0.42487 4.28093 -1.28794
H 1.09902 5.52888 -0.28200
H 0.90570 2.85962 0.52819
H 2.04073 4.02327 1.20970
H 2.59559 2.59288 -2.29576
H 4.18445 3.12540 -1.74325
C -3.93646 6.00888 0.07323
C -3.52375 4.57619 -0.23627
C -2.16440 4.52375 0.47626
O -1.59047 5.82629 0.25784
C -2.60046 6.71375 -0.22809
H -4.24542 6.20547 1.09763
H -4.70263 6.37488 -0.61373
H -3.41892 4.44483 -1.31170
H -4.18417 3.82719 0.20319
H -1.50444 3.76188 0.06441
H -2.32607 4.42163 1.54916
H -2.45896 6.84672 -1.30529
H -2.51072 7.67055 0.28617
C 0.26449 1.56047 4.77817
C -0.95695 2.17571 5.47440
C -1.16859 3.42662 4.63028
O -0.89204 3.02593 3.29640
C 0.03339 1.92311 3.30093
H 0.36661 0.49016 4.94775
H 1.15950 2.06460 5.14822
H -0.76301 2.40119 6.52228
H -1.81564 1.50871 5.39392
H -0.47633 4.21969 4.94062
H -2.19058 3.80231 4.68489
H 0.96786 2.25856 2.85025
H -0.42072 1.10165 2.75095
C -0.70901 2.70581 -3.65997
C -1.14354 4.04133 -4.26173
C -2.64882 3.84829 -4.41121
O -3.02286 3.02913 -3.30583
C -1.91954 2.29616 -2.79995
H 0.21668 2.76569 -3.08535
H -0.53580 1.96473 -4.44363
H -0.66298 4.20131 -5.22864
H -0.90406 4.89406 -3.62568
H -2.90365 3.33486 -5.34377
H -3.21172 4.77861 -4.34058
H -2.15202 1.23572 -2.90096
H -1.73906 2.57365 -1.75761

Most stable structure: (Q)

(P)
47
Properties=species:S:1:pos:R:3 method="wB97M-V/def2-TZVPD" total_charge=0 orbital_gap_ev=7.54 multiplicity=1 smiles="CCOc1ccc(/C=N/NC(=O)C2=C(O)c3ccccc3S(=O)(=O)N2C)cc1" mol_weight_g_mol=401.44 homo_ha=-0.30084 lumo_ev=-0.64
C -2.60206 3.94881 -7.24942
C -1.95166 2.58273 -7.49748
O -0.62468 2.43914 -6.89379
C -0.52687 1.88458 -5.62306
C -1.53413 1.92703 -4.61044
C -1.27786 1.44856 -3.32033
C -0.05860 0.79449 -3.06715
C 0.30438 0.35315 -1.72667
N -0.51858 0.40538 -0.70591
N -0.05212 -0.01940 0.52154
C -0.77757 -0.62612 1.54492
O -2.01070 -0.68162 1.48319
C -0.01035 -0.98990 2.77600
C -0.37837 -2.06648 3.59389
O -1.56222 -2.71068 3.29646
C 0.47905 -2.54858 4.68721
C -0.08019 -3.32699 5.71803
C 0.67297 -3.76160 6.79569
C 2.00867 -3.45878 6.89928
C 2.56482 -2.64412 5.88869
C 1.82848 -2.19191 4.78321
S 2.50601 -1.09758 3.52202
O 2.93562 -1.81113 2.31219
O 3.50058 -0.15985 4.07185
N 1.12452 -0.22067 3.00669
C 0.85280 1.05207 3.67694
C 0.87618 0.62292 -4.07163
C 0.65238 1.20197 -5.34585
H -3.60210 3.97623 -7.68335
H -2.72842 4.19642 -6.19201
H -1.98816 4.73234 -7.70020
H -1.85839 2.52695 -8.59837
H -2.60693 1.76748 -7.15194
H -2.52410 2.37137 -4.79023
H -2.04706 1.53842 -2.56450
H 1.30080 -0.01645 -1.46719
H 0.95603 -0.19485 0.61869
H -2.06543 -2.24043 2.63724
H -1.09300 -3.64925 5.67526
H 0.25188 -4.41875 7.54010
H 2.54501 -3.85726 7.77393
H 3.61835 -2.36121 5.97434
H 0.66757 0.89407 4.75398
H 1.69987 1.71968 3.54534
H -0.00362 1.53348 3.22752
H 1.80397 0.09900 -3.90694
H 1.33323 1.03734 -6.15774

(Q)
47
Properties=species:S:1:pos:R:3 method="wB97M-V/def2-TZVPD" total_charge=0 orbital_gap_ev=8.65 multiplicity=1 smiles="O=C(CCCCn1c(=O)[nH]c2ccsc2c1=O)NCc1ccc2c(c1)OCO2" mol_weight_g_mol=401.44 homo_ha=-0.31097 lumo_ev=0.18
O -3.97916 -1.99385 0.33595
C -2.93595 -1.71020 0.88955
C -1.91614 -2.73918 1.34780
C -0.95898 -3.07393 0.19850
C 0.28484 -3.82234 0.67848
C 1.28561 -2.92542 1.41170
N 1.85020 -1.91683 0.52081
C 1.31946 -0.64457 0.57502
O 0.45555 -0.32080 1.36732
N 1.82066 0.25848 -0.32696
C 2.80331 -0.05677 -1.22210
C 3.37941 0.78774 -2.19621
C 4.34136 0.13765 -2.90579
S 4.57389 -1.49312 -2.42206
C 3.34264 -1.32698 -1.22043
C 2.87884 -2.35644 -0.32612
O 3.29183 -3.49313 -0.27011
N -2.56216 -0.43869 1.14352
C -3.38290 0.69211 0.76762
C -2.54859 1.89092 0.41854
C -2.92898 3.16093 0.82686
C -2.16080 4.28970 0.55487
C -0.98224 4.09394 -0.12277
C -0.59506 2.82145 -0.53470
C -1.36139 1.71043 -0.29768
O 0.63803 2.90186 -1.15455
C 0.97255 4.27602 -1.15919
O -0.02540 5.00617 -0.48834
H -1.36206 -2.33973 2.19625
H -2.44257 -3.64244 1.65700
H -1.49087 -3.68244 -0.53432
H -0.65622 -2.15269 -0.30501
H -0.00958 -4.62703 1.35347
H 0.79601 -4.27171 -0.17469
H 0.81726 -2.39990 2.24370
H 2.11522 -3.53419 1.77749
H 1.41233 1.18633 -0.34917
H 3.08160 1.80806 -2.35186
H 4.93886 0.53482 -3.70245
H -1.65169 -0.24889 1.53960
H -4.06876 0.94617 1.58585
H -3.99552 0.37254 -0.08521
H -3.84999 3.28215 1.37595
H -2.46378 5.27233 0.87373
H -1.06417 0.73324 -0.63777
H 1.05366 4.62972 -2.20042
H 1.93986 4.41852 -0.65165

Most stable structure: (Q)